17
Properties=species:S:1:pos:R:3:forces:R:3 method="wB97M-V/def2-TZVPD" relative_energy_ev=2.295 e_tot_ev=-39662.51939
C 2.156544 -1.402307 -0.452780 -1.661 2.079 0.540
C 0.850150 -1.251152 -0.003255 0.652 -0.300 -0.146
C 0.485160 0.023776 0.348791 -2.429 -0.880 0.370
C 2.541805 0.805059 -0.091079 -1.101 -0.778 0.178
C -2.085379 0.532173 -0.981062 3.623 -0.865 -1.413
N 2.967205 -0.370333 -0.527617 1.292 1.289 0.265
N 1.298571 1.041057 0.320602 0.513 1.000 0.133
N -2.489370 -0.276188 1.779378 2.025 0.782 -1.885
P -1.407684 0.395424 0.747984 -1.466 -2.503 -0.412
Cl 3.581248 2.159785 -0.017544 0.415 -0.061 -0.220
I -0.596006 -2.708575 0.048553 0.126 -0.815 -0.126
H 2.532259 -2.249414 -0.866290 0.864 -2.734 -0.880
H -2.988689 1.039042 -0.945832 -1.674 1.159 0.132
H -2.290880 -0.486604 -1.415699 0.395 1.020 0.504
H -1.291330 1.121616 -1.715864 -2.035 -1.538 2.053
H -2.220181 0.029862 2.712514 -0.072 -0.080 0.161
H -1.043419 1.596782 1.059195 0.535 3.227 0.747